(1)
{"formula": "C7H14", "method": "wB97M-V/def2-TZVPD", "species": ["C", "C", "C", "C", "C", "C", "C", "H", "H", "H", "H", "H", "H", "H", "H", "H", "H", "H", "H", "H", "H"], "positions_angstrom": [[-0.83151, 1.64469, 0.68449], [-0.52994, 0.23268, 0.15670], [-0.98838, 0.15501, -1.30507], [-1.25111, -0.84906, 0.98761], [0.97440, -0.00337, 0.32377], [2.00054, -0.03317, -0.77238], [1.63207, -1.29753, -0.03879], [-0.58575, 1.72317, 1.75066], [-0.22722, 2.38912, 0.15006], [-1.88762, 1.91364, 0.56140], [-2.06150, 0.37227, -1.37157], [-0.46643, 0.88834, -1.93074], [-0.83415, -0.83940, -1.74122], [-0.66577, -1.77368, 0.96416], [-1.34481, -0.55616, 2.03862], [-2.25096, -1.08148, 0.60580], [1.35085, 0.41726, 1.25575], [1.66963, 0.01600, -1.80578], [2.95536, 0.45480, -0.59557], [2.29930, -1.75580, 0.68530], [1.04298, -2.01732, -0.60321]], "gap_ev": 11.135, "total_energy_ha": -275.08381, "total_charge": 0, "relative_energy_kj_mol": 85.17}

***

(2)
{"formula": "C13H21N2", "method": "wB97M-V/def2-TZVPD", "species": ["C", "C", "C", "N", "C", "C", "C", "C", "C", "N", "C", "C", "C", "C", "C", "H", "H", "H", "H", "H", "H", "H", "H", "H", "H", "H", "H", "H", "H", "H", "H", "H", "H", "H", "H", "H"], "positions_angstrom": [[0.49553, 2.18406, 1.39635], [-0.00672, 1.70196, 0.06721], [-0.58949, 2.89531, -0.68982], [1.14124, 1.17510, -0.67167], [-1.11262, 0.69331, 0.28096], [-2.08054, 1.09328, 1.40555], [-1.52585, 0.01303, -0.99234], [-0.86476, -0.80900, 0.01023], [-1.66152, -1.87854, 0.71044], [0.48342, -1.44522, -0.37729], [1.58945, -1.07179, 0.22248], [2.81804, -1.74360, 0.20086], [2.88068, -2.84078, -0.71673], [1.73644, -3.11948, -1.49966], [0.53954, -2.48013, -1.25669], [1.45037, 2.66329, 1.19435], [0.62161, 1.52266, 2.19918], [-0.17373, 2.92533, 1.88593], [-1.54333, 3.05660, -0.22268], [-0.11452, 3.87622, -0.49329], [-0.77897, 2.69708, -1.69910], [1.83155, 1.94718, -0.85539], [0.84671, 1.01398, -1.61309], [-2.50541, 2.03283, 1.05944], [-1.48879, 1.21464, 2.27718], [-2.88759, 0.46143, 1.67193], [-2.57534, -0.16204, -1.11928], [-0.99698, 0.25341, -1.81267], [-2.81482, -1.73897, 0.44851], [-1.66647, -1.78728, 1.71664], [-1.17840, -2.77291, 0.48092], [1.41212, -0.31699, 1.06793], [3.60195, -1.21865, 0.66840], [3.76867, -3.50019, -0.82296], [1.69406, -3.93611, -2.17135], [-0.34555, -2.59903, -1.95047]], "gap_ev": 8.794, "total_energy_ha": -617.14002, "total_charge": 1, "relative_energy_kj_mol": 348.55}

***

(3)
{"formula": "C16H18N2NbO9S", "method": "wB97M-V/def2-TZVPD", "species": ["Nb", "C", "C", "S", "C", "N", "N", "C", "O", "H", "H", "H", "H", "H", "H", "H", "H", "H", "H", "C", "C", "C", "O", "C", "C", "C", "O", "O", "O", "H", "H", "H", "H", "C", "C", "C", "O", "C", "C", "C", "O", "O", "O", "H", "H", "H", "H"], "positions_angstrom": [[1.95273, 2.34647, -5.08792], [1.75572, 1.84009, -2.86653], [2.97657, 1.52562, -1.99244], [3.00796, -0.12794, -1.26782], [3.13531, -1.20384, -2.60989], [3.68938, -1.06890, -3.76452], [3.49431, -2.28180, -4.43703], [2.85453, -3.03154, -3.62197], [2.57678, -2.44295, -2.44429], [0.12830, 2.49993, -5.37801], [1.88988, 0.61370, -5.68918], [3.79478, 2.61375, -4.98591], [1.77212, 4.19304, -5.16583], [2.15476, 2.46591, -6.90218], [1.33182, 2.79398, -2.50346], [0.97759, 1.08595, -2.70110], [3.92475, 1.68954, -2.50558], [2.96411, 2.13187, -1.07642], [2.51765, -4.04568, -3.77677], [-0.43353, 1.54194, 3.99748], [-0.34608, 1.96280, 2.72595], [0.51376, 1.25237, 1.69471], [0.48830, 1.71718, 0.57079], [1.28023, 0.10021, 2.09575], [1.19150, -0.31795, 3.36368], [0.32135, 0.37511, 4.38894], [0.30579, -0.11284, 5.50915], [1.83206, -1.37211, 3.84901], [-0.98345, 3.00848, 2.23655], [-1.04397, 2.03603, 4.73995], [1.88279, -0.38747, 1.34315], [1.58198, -1.42159, 4.79295], [-0.72508, 3.05695, 1.29018], [-4.63678, -2.20355, 2.91758], [-3.30504, -2.21826, 3.07562], [-2.35780, -1.65321, 2.03295], [-1.17013, -1.70880, 2.30209], [-2.89987, -1.09382, 0.81957], [-4.23286, -1.07979, 0.66157], [-5.18356, -1.62834, 1.71123], [-6.37281, -1.54544, 1.45874], [-4.84904, -0.59653, -0.39950], [-2.68616, -2.71154, 4.13196], [-5.31922, -2.60183, 3.65461], [-2.21581, -0.70508, 0.07730], [-5.80676, -0.71378, -0.23808], [-1.72886, -2.57638, 3.97301]], "gap_ev": 4.421, "total_energy_ha": -1862.07372, "total_charge": -1}

***

(4)
{"formula": "C9H14N2O", "method": "wB97M-V/def2-TZVPD", "species": ["C", "C", "C", "N", "C", "C", "H", "H", "H", "H", "H", "C", "N", "O", "C", "C", "C", "H", "H", "H", "H", "H", "H", "H", "H", "H"], "positions_angstrom": [[4.67027, -0.57755, 0.66104], [4.48798, 0.87012, 0.28164], [3.28953, 1.28259, -0.23777], [2.26143, 0.55621, -0.71714], [2.71888, -0.71883, -0.93294], [3.77144, -1.36901, -0.32119], [5.77399, -0.87793, 0.82826], [5.07885, 1.65049, 0.73539], [3.13577, 2.35092, -0.34126], [2.17610, -1.25345, -1.70444], [3.77406, -2.43340, -0.54181], [-0.19674, -0.08456, 1.27035], [-1.06817, -0.11165, 0.33541], [-2.10579, -0.98492, 0.68605], [-3.09743, -1.09703, -0.37360], [-4.22488, -0.05626, -0.32408], [-3.80988, 1.39850, -0.13860], [0.68542, 0.52430, 1.18140], [-0.33440, -0.66739, 2.17632], [-2.58043, -1.17108, -1.33623], [-3.56490, -2.07820, -0.16895], [-4.88541, -0.31701, 0.51560], [-4.82041, -0.16631, -1.23390], [-3.46106, 1.58816, 0.88000], [-3.01874, 1.66596, -0.84377], [-4.65548, 2.07732, -0.33576]], "gap_ev": 8.995, "total_energy_ha": -535.92369, "total_charge": 0, "relative_energy_kj_mol": 420.24}

***

Number 1: molar mass 98.189 g mol⁻¹. Number 2: molar mass 205.325 g mol⁻¹. Number 3: molar mass 507.298 g mol⁻¹. Number 4: molar mass 166.224 g mol⁻¹.